121
Properties=species:S:1:pos:R:3 method="wB97M-V/def2-TZVPD" total_energy_ha=-64147.71649 multiplicity=1 e_lumo_ev=0.164 fmax_ev_per_a=4.89 homo_energy_ha=-0.2476
C -4.8153 2.2119 3.0820
P -3.0039 2.0290 2.7830
C -2.6526 1.8460 0.9789
P -2.2212 0.3345 3.9363
C -0.9779 1.1262 5.0542
C 0.1037 0.0842 5.4515
C 1.4079 0.7175 5.9395
O 0.3622 0.0061 6.8058
P -1.2187 -1.0150 2.5734
N -2.4979 -1.6537 1.5865
O -0.2091 -0.1370 1.5830
H -5.2314 2.8740 2.3190
H -4.9429 2.6501 4.0702
H -5.3643 1.2669 3.0212
H -1.6732 2.2907 0.7920
H -3.3865 2.3672 0.3582
H -2.6223 0.8075 0.6442
H -0.4561 1.9553 4.5765
H -1.4287 1.3939 6.0108
H 0.1937 -0.8213 4.8527
H 2.2397 0.1008 6.2534
H 1.1925 1.6953 6.3536
H -2.1735 -1.5736 0.6216
H -2.5197 -2.6527 1.7869
H 0.2190 -0.8305 1.0473
Br -1.4115 -3.0700 -2.7423
C -0.0560 -1.6167 -2.6457
C 1.2664 -2.1489 -2.1712
Br 1.2168 -2.4462 -0.2547
H -0.4347 -0.8500 -1.9888
H 0.0486 -1.2272 -3.6549
H 2.0499 -1.4109 -2.3317
H 1.5598 -3.0851 -2.6307
Br -2.7513 2.9350 -3.0043
C -3.6940 1.7192 -4.2065
C -3.8058 0.3571 -3.5845
Br -2.1058 -0.5877 -3.6491
H -3.1511 1.7238 -5.1463
H -4.6781 2.1589 -4.3606
H -4.5141 -0.2597 -4.1356
H -4.0982 0.3906 -2.5391
Br -0.3369 5.1888 4.9941
C 0.4896 5.5257 6.7229
C 1.9690 5.7768 6.5944
Br 2.9424 4.1208 6.2912
H 0.2617 4.6701 7.3509
H -0.0136 6.4071 7.1149
H 2.3687 6.1822 7.5217
H 2.2168 6.4424 5.7740
Br 3.0506 3.2118 -4.5634
C 3.0883 3.0000 -2.6288
C 2.3857 1.7438 -2.1921
Br 0.4511 1.9544 -2.2696
H 2.6466 3.8973 -2.2055
H 4.1444 2.9565 -2.3674
H 2.6121 1.5235 -1.1472
H 2.6372 0.8836 -2.8069
Br 4.4928 -5.2351 -0.6539
C 5.5144 -4.2749 0.6917
C 4.9002 -2.9380 1.0070
Br 5.2699 -1.6409 -0.3935
H 6.5310 -4.1989 0.3182
H 5.4987 -4.9175 1.5711
H 5.3392 -2.5181 1.9098
H 3.8211 -2.9809 1.1175
Br -8.2562 3.5603 3.6890
C -8.9616 2.5957 5.2248
C -8.3055 3.0312 6.5078
Br -6.5226 2.2775 6.6962
H -8.8290 1.5383 5.0200
H -10.0239 2.8301 5.2439
H -8.8637 2.6597 7.3646
H -8.2019 4.1088 6.5831
Br 2.2467 1.9604 1.4026
C 3.6099 3.3451 1.4792
C 4.9394 2.8066 1.9386
Br 4.9614 2.5170 3.8608
H 3.2256 4.1281 2.1256
H 3.6868 3.7229 0.4603
H 5.7281 3.5329 1.7527
H 5.2009 1.8624 1.4701
Br 2.8783 -2.3958 -5.2261
C 4.0237 -3.6674 -4.2938
C 5.2642 -3.9785 -5.0840
Br 4.8873 -5.1911 -6.5584
H 3.4179 -4.5459 -4.0926
H 4.2833 -3.1841 -3.3527
H 5.9890 -4.4987 -4.4612
H 5.7237 -3.0939 -5.5130
Br 0.2416 -4.0455 -7.3283
C -0.0567 -2.6143 -8.6070
C 0.6659 -1.3710 -8.1659
Br -0.2671 -0.4912 -6.7024
H -1.1300 -2.4807 -8.6971
H 0.3422 -2.9731 -9.5536
H 0.7042 -0.6364 -8.9679
H 1.6735 -1.5772 -7.8183
Br 7.8980 -6.9869 -0.0175
C 7.8998 -7.1021 1.9249
C 7.2231 -8.3569 2.4043
Br 5.2881 -8.2063 2.2747
H 7.4232 -6.2004 2.2960
H 8.9496 -7.0985 2.2103
H 7.4297 -8.5221 3.4596
H 7.5122 -9.2358 1.8373
Br -4.0401 4.8505 -6.8936
C -2.9603 5.7512 -5.5464
C -3.5054 7.1141 -5.2187
Br -3.0846 8.4124 -6.6072
H -1.9441 5.7812 -5.9264
H -3.0017 5.1023 -4.6751
H -3.0396 7.5013 -4.3151
H -4.5841 7.1196 -5.1005
Br -5.2766 -3.5126 -2.0494
C -5.9506 -4.4993 -0.5171
C -5.2737 -4.0535 0.7507
Br -3.4779 -4.7850 0.8835
H -5.8065 -5.5539 -0.7286
H -7.0158 -4.2813 -0.4786
H -5.8030 -4.4318 1.6227
H -5.1806 -2.9737 0.8266